{"formula": "C46H86Cl33N2O2", "method": "ωB97M-V/def2-TZVPD", "symbols": ["C", "C", "C", "C", "C", "C", "C", "C", "C", "C", "C", "C", "N", "C", "O", "C", "C", "C", "C", "C", "C", "C", "Cl", "N", "C", "C", "C", "O", "C", "C", "C", "C", "C", "C", "C", "H", "H", "H", "H", "H", "H", "H", "H", "H", "H", "H", "H", "H", "H", "H", "H", "H", "H", "H", "H", "H", "H", "H", "H", "H", "H", "H", "H", "H", "H", "H", "H", "H", "H", "H", "H", "H", "H", "H", "H", "H", "H", "H", "H", "H", "H", "H", "H", "H", "H", "H", "H", "H", "H", "C", "Cl", "Cl", "H", "H", "C", "Cl", "Cl", "H", "H", "C", "Cl", "Cl", "H", "H", "C", "Cl", "Cl", "H", "H", "C", "Cl", "Cl", "H", "H", "C", "Cl", "Cl", "H", "H", "C", "Cl", "Cl", "H", "H", "C", "Cl", "Cl", "H", "H", "C", "Cl", "Cl", "H", "H", "C", "Cl", "Cl", "H", "H", "C", "Cl", "Cl", "H", "H", "C", "Cl", "Cl", "H", "H", "C", "Cl", "Cl", "H", "H", "C", "Cl", "Cl", "H", "H", "C", "Cl", "Cl", "H", "H", "C", "Cl", "Cl", "H", "H"], "xyz": [[3.91, 0.00, -1.28], [5.27, -0.79, -0.88], [6.08, -0.13, 0.34], [5.18, 0.12, 1.66], [4.29, -1.16, 2.03], [3.71, -1.13, 3.56], [2.93, -2.53, 3.76], [1.73, -2.49, 4.82], [0.57, -1.43, 4.48], [0.12, -1.42, 2.92], [-0.59, 0.02, 2.69], [0.64, 1.06, 2.52], [0.11, 2.46, 2.52], [1.31, 3.30, 2.11], [0.95, 4.67, 1.81], [1.31, 5.05, 0.46], [2.60, 6.03, 0.38], [-0.88, 2.68, 1.43], [-1.92, 1.48, 1.20], [-2.56, 1.72, -0.28], [-3.51, 3.05, -0.24], [-3.30, 3.87, -1.61], [-1.66, 4.67, -1.75], [-1.34, 0.10, 1.36], [-2.42, -0.97, 1.22], [-2.17, -1.93, -0.06], [-1.08, -3.07, 0.19], [-1.82, -1.19, -1.25], [-2.13, -1.92, -2.47], [-1.20, -1.27, -3.63], [-1.14, -1.97, -5.04], [-0.27, -1.26, -6.13], [0.51, 0.05, -5.85], [0.46, 0.70, -4.44], [-0.40, 0.03, -3.33], [4.06, 0.51, -2.31], [3.65, 0.84, -0.56], [3.09, -0.80, -1.35], [5.95, -0.73, -1.82], [5.03, -1.90, -0.75], [7.00, -0.80, 0.54], [6.50, 0.87, -0.05], [5.92, 0.40, 2.50], [4.56, 1.07, 1.42], [4.97, -2.08, 1.97], [3.44, -1.30, 1.28], [4.65, -1.08, 4.24], [3.10, -0.20, 3.79], [3.70, -3.29, 4.14], [2.53, -2.92, 2.76], [1.30, -3.54, 5.03], [2.19, -2.16, 5.83], [0.80, -0.39, 4.89], [-0.37, -1.78, 5.07], [0.99, -1.47, 2.19], [-0.59, -2.31, 2.80], [-1.27, 0.27, 3.57], [1.20, 0.77, 1.55], [1.39, 0.99, 3.38], [1.92, 2.78, 1.27], [2.02, 3.34, 3.02], [1.40, 4.18, -0.28], [0.42, 5.69, 0.07], [3.54, 5.48, 0.03], [2.75, 6.66, 1.32], [2.35, 6.79, -0.46], [-0.37, 2.88, 0.41], [-1.48, 3.62, 1.71], [-2.79, 1.57, 1.94], [-3.24, 0.87, -0.62], [-1.67, 1.90, -0.99], [-4.60, 2.66, -0.21], [-3.37, 3.67, 0.70], [-4.11, 4.68, -1.65], [-3.51, 3.14, -2.47], [-0.60, 0.01, 0.63], [-3.46, -0.51, 1.04], [-2.54, -1.60, 2.18], [-3.20, -2.43, -0.25], [-0.93, -3.79, -0.69], [-1.33, -3.73, 1.10], [-0.06, -2.53, 0.34], [-2.00, -3.05, -2.39], [-3.22, -1.67, -2.73], [-1.71, -2.94, -5.23], [-0.24, -1.73, -7.17], [1.13, 0.56, -6.67], [1.04, 1.66, -4.18], [-0.39, 0.55, -2.31], [2.95, -3.37, -6.70], [1.46, -4.28, -7.00], [2.92, -2.59, -5.12], [3.79, -4.06, -6.74], [3.05, -2.61, -7.47], [-7.03, 4.18, -2.66], [-6.89, 3.40, -1.08], [-6.50, 3.10, -3.96], [-8.07, 4.46, -2.83], [-6.41, 5.08, -2.67], [7.76, -1.27, 4.43], [6.91, -2.71, 3.88], [9.11, -0.86, 3.36], [7.07, -0.43, 4.46], [8.16, -1.45, 5.43], [4.20, -3.52, 8.08], [5.07, -2.63, 6.82], [2.97, -4.56, 7.37], [4.91, -4.13, 8.63], [3.73, -2.80, 8.75], [-7.30, 4.20, 2.63], [-6.98, 5.41, 1.38], [-6.82, 2.57, 2.10], [-6.74, 4.45, 3.52], [-8.37, 4.19, 2.85], [-4.89, 4.63, -6.82], [-5.38, 5.98, -5.79], [-3.64, 5.13, -7.97], [-4.50, 3.83, -6.19], [-5.76, 4.28, -7.37], [-5.13, 8.11, 3.07], [-4.75, 7.17, 4.52], [-6.85, 8.54, 3.02], [-4.54, 9.02, 3.06], [-4.90, 7.50, 2.19], [1.65, -6.38, 2.73], [0.45, -5.18, 2.25], [3.16, -5.62, 3.22], [1.26, -6.96, 3.57], [1.85, -7.05, 1.89], [-6.07, -0.51, -1.37], [-6.12, 0.34, 0.19], [-6.13, -2.26, -1.15], [-6.93, -0.20, -1.96], [-5.15, -0.25, -1.89], [-3.96, 6.24, -11.36], [-4.80, 4.79, -11.91], [-2.60, 6.63, -12.41], [-4.66, 7.07, -11.36], [-3.59, 6.07, -10.35], [11.14, -3.70, 2.23], [10.28, -5.15, 1.67], [12.48, -3.30, 1.15], [10.44, -2.87, 2.25], [11.53, -3.89, 3.23], [0.19, -7.26, 8.71], [-1.29, -8.13, 9.11], [0.19, -6.74, 7.01], [0.27, -6.38, 9.34], [1.05, -7.91, 8.88], [-11.73, 4.41, 1.93], [-10.82, 5.48, 0.85], [-10.90, 4.21, 3.48], [-12.71, 4.83, 2.10], [-11.83, 3.43, 1.45], [-0.22, 4.28, -6.64], [-0.25, 5.09, -5.07], [-0.28, 2.52, -6.46], [-1.08, 4.61, -7.22], [0.70, 4.55, -7.16], [4.44, -7.10, -0.11], [3.69, -5.50, -0.24], [3.24, -8.38, -0.35], [5.21, -7.19, -0.87], [4.87, -7.20, 0.88], [2.26, -9.47, -3.91], [2.56, -8.24, -5.15], [2.74, -11.07, -4.48], [2.84, -9.23, -3.02], [1.20, -9.48, -3.67]], "lowdin_charge": [-0.130, -0.257, -0.215, -0.205, -0.212, -0.190, -0.275, -0.220, -0.178, -0.139, -0.184, -0.137, -0.113, -0.222, -0.156, -0.268, -0.079, -0.116, -0.203, -0.133, -0.241, -0.552, 0.530, -0.043, -0.037, -0.321, -0.072, -0.209, -0.157, -0.112, -0.012, -0.081, -0.219, -0.139, -0.013, 0.076, 0.047, 0.070, 0.108, 0.096, 0.104, 0.116, 0.099, 0.096, 0.091, 0.097, 0.063, 0.091, 0.039, 0.069, 0.090, 0.086, 0.109, 0.124, 0.102, 0.087, 0.179, 0.137, 0.121, 0.135, 0.151, 0.113, 0.098, 0.074, 0.086, 0.082, 0.114, 0.149, 0.174, 0.086, 0.094, 0.014, 0.111, 0.072, 0.092, 0.187, 0.110, 0.155, 0.138, 0.090, 0.040, 0.091, 0.130, 0.126, 0.098, 0.075, 0.059, 0.087, 0.074, -1.011, 0.505, 0.502, 0.027, 0.028, -0.979, 0.509, 0.518, 0.038, 0.020, -1.001, 0.542, 0.556, 0.015, 0.031, -0.997, 0.532, 0.522, 0.032, 0.032, -0.969, 0.483, 0.471, 0.027, -0.044, -1.010, 0.505, 0.579, 0.011, 0.036, -1.042, 0.496, 0.493, 0.028, 0.001, -0.967, 0.568, 0.568, 0.027, -0.010, -0.991, 0.497, 0.536, 0.035, 0.015, -1.050, 0.495, 0.503, 0.031, -0.058, -1.049, 0.491, 0.504, -0.048, 0.030, -1.034, 0.513, 0.470, 0.027, 0.030, -1.005, 0.505, 0.536, 0.030, 0.030, -0.983, 0.492, 0.646, -0.037, 0.033, -1.000, 0.499, 0.538, 0.033, 0.023, -1.045, 0.492, 0.505, -0.031, 0.028], "largest_force_ev_per_a": 4.95, "gap_ev": 8.7, "homo_energy_ev": -10.33, "charge": 1}